Model i:
Here is a cluster of 12 separate species, C12H48N24O12 in total from the OMol25 dataset. Energies are from the ωB97M-V functional and the def2-TZVPD basis.

Summary:
- Structure (SMILES): NC(N)=O.NC(N)=O.NC(N)=O.NC(N)=O.NC(N)=O.NC(N)=O.NC(N)=O.NC(N)=O.NC(N)=O.NC(N)=O.NC(N)=O.NC(N)=O
- Total charge: 0
- HOMO: -7.99 eV
- LUMO: -0.48 eV
- Kohn-Sham gap: 7.51 eV

XYZ file:
```
96
C12H48N24O12 (the ωB97M-V functional and the def2-TZVPD basis)
N 14.690 14.202 13.431
C 15.110 14.202 14.611
N 16.395 13.955 14.571
O 14.520 14.462 15.613
H 15.269 13.866 12.674
H 13.790 14.558 13.142
H 16.860 13.480 13.811
H 16.794 14.183 15.470
N 9.502 8.510 15.154
C 8.271 8.833 15.135
N 7.496 7.756 15.043
O 7.818 9.946 15.324
H 9.788 7.547 15.049
H 10.168 9.265 15.235
H 7.985 6.881 15.171
H 6.537 7.825 15.351
N 17.942 11.148 13.103
C 17.663 10.583 14.192
N 18.668 10.373 14.976
O 16.545 10.357 14.591
H 17.204 11.669 12.652
H 18.831 11.574 12.881
H 18.378 10.115 15.908
H 19.611 10.694 14.809
N 10.536 12.810 12.583
C 10.639 12.345 11.342
N 11.447 13.064 10.643
O 10.101 11.392 11.017
H 10.853 13.712 12.908
H 9.868 12.301 13.143
H 11.902 12.702 9.817
H 11.771 13.920 11.070
N 14.143 10.315 8.782
C 13.037 9.926 8.281
N 13.026 10.248 6.980
O 12.087 9.494 8.892
H 14.237 10.190 9.780
H 14.963 10.664 8.307
H 13.773 10.705 6.478
H 12.388 9.861 6.299
N 13.240 11.127 13.285
C 12.731 10.450 14.312
N 13.238 9.225 14.393
O 11.927 10.901 15.130
H 13.187 12.130 13.174
H 13.800 10.603 12.627
H 14.168 9.136 14.011
H 13.049 8.710 15.242
N 13.994 8.306 18.058
C 12.815 8.481 17.691
N 12.227 9.559 18.220
O 12.291 7.885 16.806
H 14.387 8.707 18.898
H 14.385 7.513 17.569
H 12.852 10.120 18.781
H 11.566 9.990 17.590
N 15.417 6.911 15.970
C 16.695 7.122 16.298
N 17.476 6.122 16.321
O 17.150 8.289 16.418
H 15.232 5.930 15.816
H 14.708 7.630 15.969
H 17.095 5.203 16.147
H 18.454 6.208 16.559
N 17.445 12.928 9.460
C 16.645 12.476 10.367
N 16.530 11.174 10.377
O 16.145 13.255 11.160
H 17.747 12.269 8.756
H 17.828 13.862 9.440
H 16.837 10.639 9.577
H 16.053 10.575 11.036
N 16.230 7.298 12.087
C 15.185 8.071 11.726
N 14.480 7.385 10.917
O 15.008 9.220 12.077
H 16.341 6.308 11.920
H 16.568 7.765 12.915
H 13.667 7.882 10.583
H 14.581 6.380 10.948
N 10.522 5.805 11.667
C 11.133 6.569 12.610
N 11.225 7.809 12.137
O 11.401 6.186 13.706
H 10.228 4.853 11.832
H 10.199 6.261 10.825
H 11.674 8.579 12.613
H 10.628 8.036 11.355
N 10.959 13.695 15.973
C 9.989 13.671 16.872
N 9.141 12.639 16.871
O 9.816 14.519 17.790
H 11.532 14.483 16.237
H 11.360 12.950 15.419
H 8.365 12.648 17.517
H 9.315 11.799 16.338
```

Löwdin population analysis, charges in e, atoms 1 to 2: 0.1736, -0.8428

Model ii:
Here is a cluster of 12 separate species, C12H48N24O12 in total from the OMol25 dataset. Energies are from the ωB97M-V functional and the def2-TZVPD basis.

Summary:
- Structure (SMILES): NC(N)=O.NC(N)=O.NC(N)=O.NC(N)=O.NC(N)=O.NC(N)=O.NC(N)=O.NC(N)=O.NC(N)=O.NC(N)=O.NC(N)=O.NC(N)=O
- Total charge: 0
- HOMO: -9.05 eV
- LUMO: -0.39 eV
- Kohn-Sham gap: 8.66 eV

XYZ file:
```
96
C12H48N24O12 (the ωB97M-V functional and the def2-TZVPD basis)
N -32.020 -19.670 -11.803
C -30.706 -19.972 -11.857
N -29.949 -19.275 -10.992
O -30.310 -20.876 -12.612
H -32.217 -18.773 -11.386
H -32.735 -19.982 -12.444
H -28.977 -19.521 -10.916
H -30.191 -18.330 -10.756
N -26.262 -23.137 -14.624
C -27.484 -23.478 -15.154
N -28.520 -23.095 -14.405
O -27.566 -23.987 -16.267
H -26.166 -22.819 -13.679
H -25.502 -23.401 -15.226
H -28.202 -22.627 -13.576
H -29.487 -23.302 -14.586
N -37.783 -25.046 -8.234
C -38.361 -24.624 -9.382
N -37.460 -24.150 -10.283
O -39.578 -24.527 -9.501
H -36.815 -24.943 -7.997
H -38.397 -25.374 -7.508
H -37.770 -23.780 -11.168
H -36.534 -24.505 -10.134
N -39.393 -23.013 -13.414
C -38.033 -22.878 -13.422
N -37.682 -21.600 -13.648
O -37.315 -23.824 -13.076
H -39.972 -22.214 -13.583
H -39.746 -23.952 -13.326
H -36.738 -21.318 -13.435
H -38.327 -20.965 -14.076
N -33.085 -18.407 -16.462
C -31.910 -18.514 -15.797
N -31.907 -19.627 -15.031
O -30.920 -17.778 -15.866
H -33.202 -17.631 -17.089
H -33.883 -18.948 -16.169
H -31.130 -19.854 -14.435
H -32.670 -20.279 -15.038
N -36.713 -18.479 -16.159
C -36.098 -18.673 -14.948
N -35.461 -19.898 -15.000
O -35.954 -17.866 -14.052
H -36.865 -17.498 -16.345
H -37.018 -19.182 -16.801
H -34.898 -20.260 -14.236
H -35.480 -20.419 -15.856
N -34.225 -27.801 -11.643
C -35.500 -27.710 -11.253
N -35.696 -26.777 -10.296
O -36.414 -28.383 -11.741
H -33.559 -27.184 -11.203
H -33.901 -28.380 -12.396
H -36.628 -26.926 -9.931
H -34.945 -26.258 -9.888
N -34.410 -23.624 -12.376
C -33.604 -22.693 -12.921
N -32.321 -22.910 -12.587
O -33.974 -21.679 -13.538
H -34.170 -24.573 -12.157
H -35.386 -23.366 -12.477
H -32.119 -23.599 -11.885
H -31.564 -22.288 -12.838
N -36.157 -25.744 -14.815
C -36.469 -25.450 -16.096
N -37.276 -24.363 -16.192
O -35.818 -25.897 -17.035
H -36.717 -25.517 -14.008
H -35.235 -26.111 -14.653
H -37.804 -24.285 -17.047
H -37.706 -24.021 -15.348
N -29.005 -24.006 -10.831
C -27.688 -24.276 -10.640
N -26.890 -23.200 -10.749
O -27.230 -25.375 -10.326
H -29.708 -24.725 -10.764
H -29.405 -23.265 -11.387
H -27.309 -22.330 -10.469
H -25.939 -23.312 -11.047
N -30.413 -27.002 -9.609
C -31.592 -26.365 -9.714
N -32.156 -26.159 -8.487
O -32.000 -25.870 -10.768
H -29.853 -27.325 -10.381
H -30.045 -27.370 -8.749
H -31.577 -26.410 -7.708
H -33.107 -25.852 -8.413
N -29.923 -26.698 -15.309
C -30.591 -26.010 -14.370
N -30.240 -26.449 -13.128
O -31.525 -25.237 -14.595
H -30.095 -26.370 -16.246
H -29.406 -27.524 -15.086
H -29.378 -26.941 -12.980
H -30.749 -26.094 -12.331
```

Löwdin population analysis, charges in e, atoms 1 to 2: 0.1854, -0.6583

Most stable: model ii (next structure +95.9 kcal/mol)

Model i:
Here is an isolated molecule of C3H3NOS from the OMol25 dataset. Energies are from the ωB97M-V functional and the def2-TZVPD basis.

Summary:
- Structure (SMILES): C#CC(=O)NS
- Total charge: 0
- HOMO: -8.17 eV
- LUMO: 0.05 eV
- Kohn-Sham gap: 8.22 eV

XYZ file:
```
9
C3H3NOS (the ωB97M-V functional and the def2-TZVPD basis)
C -0.075 1.148 2.267
C -0.084 0.748 1.133
C 0.110 0.481 -0.234
O 0.494 1.180 -1.121
N -0.241 -1.063 -0.618
S 0.192 -1.729 -2.107
H -0.108 1.462 3.269
H -0.506 -1.684 0.125
H 0.217 -0.543 -2.714
```

natural (NBO) population analysis, charges in e, atoms 1 to 2: -0.0777, -0.1610

Model ii:
Here is a structure of composition C3H3NOS from the OMol25 dataset. Energies are from the ωB97M-V functional and the def2-TZVPD basis.

Summary:
- Total charge: 0
- HOMO: -9.20 eV
- LUMO: 0.15 eV
- Kohn-Sham gap: 9.35 eV

XYZ file:
```
9
C3H3NOS (the ωB97M-V functional and the def2-TZVPD basis)
C 0.713 -0.476 0.199
C -0.369 0.343 -0.163
C -1.415 0.007 -0.954
N 1.367 0.345 1.112
O -2.325 0.545 -1.535
S 0.187 1.564 1.095
H 0.921 -1.429 -0.272
H -1.238 -1.025 -1.153
H 2.159 0.126 1.670
```

natural (NBO) population analysis, charges in e, atoms 1 to 2: 0.0338, -0.3524

Most stable: model ii (next structure +9.9 kcal/mol)

Model i:
Here is a structure of composition BrCu from the OMol25 dataset. Energies are from the ωB97M-V functional and the def2-TZVPD basis.

Summary:
- Spin multiplicity: 2
- Total charge: +1
- HOMO (spin up / spin down): -16.79 / -16.39 eV
- LUMO (spin up / spin down): -7.02 / -9.03 eV
- Kohn-Sham gap (spin up / spin down): 9.77 / 7.35 eV

XYZ file:
```
2
BrCu (the ωB97M-V functional and the def2-TZVPD basis)
Cu -25.794 4.765 10.284
Br -26.261 2.224 9.078
```

How is the electron density shared among the atoms? According to natural (NBO), the charges in e are: 0.9288, 0.0712

Model ii:
Here is a structure of composition BrCu from the OMol25 dataset. Energies are from the ωB97M-V functional and the def2-TZVPD basis.

Summary:
- Spin multiplicity: 2
- Total charge: +1
- HOMO (spin up / spin down): -17.41 / -17.09 eV
- LUMO (spin up / spin down): -6.73 / -9.89 eV
- Kohn-Sham gap (spin up / spin down): 10.68 / 7.20 eV

XYZ file:
```
2
BrCu (the ωB97M-V functional and the def2-TZVPD basis)
Cu -0.418 0.505 -0.668
Br 0.418 -0.505 0.668
```

How is the electron density shared among the atoms? According to natural (NBO), the charges in e are: 0.9865, 0.0135

Most stable: model i (next structure +19.3 kcal/mol)